No. 1
# C8H13ClN2O

The ion C8H13ClN2O with charge +2 in a non-equilibrium geometry (wB97M-V/def2-TZVPD, OMol25).

Lowest unoccupied orbital energy (spin up / spin down)   -10.566 / -10.566 eV
Charge   +2

Geometry (Å):
C: -1.66 0.28 2.98
C: 0.36 0.03 -0.66
C: 1.15 -0.35 -1.85
C: 2.17 -1.42 -1.46
C: 1.83 -1.65 0.02
C: 0.65 -0.91 0.37
C: -0.18 -1.02 1.67
C: -1.64 2.98 -1.15
N: -1.04 0.06 1.90
N: -0.54 0.98 -0.48
O: -0.67 1.92 -1.38
Cl: -1.22 -2.44 0.96
H: -2.31 1.07 3.11
H: 0.41 -0.60 -2.72
H: 1.75 0.52 -2.30
H: 1.92 -2.27 -2.05
H: 3.18 -1.20 -1.54
H: 1.71 -2.75 0.09
H: 2.47 -1.56 0.91
H: -1.57 -0.36 3.77
H: 0.24 -1.64 2.48
H: -2.24 2.95 -0.10
H: -2.34 2.72 -1.97
H: -1.34 3.99 -1.42
H: -1.08 0.70 0.83

---

No. 2
# C8H13ClNO5RuSSeSi

A structure of composition C8H13ClNO5RuSSeSi (wB97M-V/def2-TZVPD, OMol25).

Lowest unoccupied orbital energy (spin up / spin down)   0.018 / -2.436 eV
<S²>   8.77
Multiplicity   6

Geometry (Å):
Ru: 0.27 0.12 -0.01
O: 2.85 -2.62 -1.25
Cl: 2.31 -2.08 -0.06
O: 2.86 -2.65 1.11
O: 2.48 -0.61 -0.04
O: 0.84 -2.23 -0.05
O: -1.38 1.66 0.02
N: -2.66 1.33 0.02
C: -3.57 2.33 0.04
C: -4.91 2.07 0.05
C: -5.33 0.74 0.04
C: -4.41 -0.27 0.02
C: -3.03 0.02 0.01
S: -1.82 -1.18 -0.01
H: -3.12 3.32 0.05
H: -5.60 2.90 0.07
H: -6.39 0.51 0.05
H: -4.70 -1.31 0.01
C: -0.50 5.03 0.13
Si: 1.31 4.55 0.00
C: 2.06 5.08 -1.62
C: 2.29 5.12 1.48
Se: 1.52 2.25 0.01
H: -0.61 6.12 0.13
H: -0.93 4.64 1.05
H: -1.06 4.63 -0.71
H: 2.05 6.17 -1.69
H: 1.50 4.68 -2.47
H: 3.10 4.74 -1.70
H: 2.29 6.21 1.54
H: 3.33 4.78 1.42
H: 1.87 4.73 2.41

---

Calculated total energy (Ha)
-956.73188, -4387.45027
Energy above the lowest of the compared OMol25 structures with the same formula, charge and spin (kJ/mol)
0.0, 53.1